Run a
Density functional theory data (the ωB97M-V functional and the def2-TZVPD basis) for a cluster of 10 separate species, C37H74O17S7 in total.

Summary:
SMILES: O=S1(=O)CCCC1.O=S1(=O)CCCC1.O=S1(=O)CCCC1.O=S1(=O)CCCC1.O=S1(=O)CCCC1.O=S1(=O)CCCC1.O=S1(=O)CCCC1.CC(C)=O.CC(C)=O.CC(C)=O
Frontier orbital gap: 8.9 eV
Total charge: 0

Positions of all 135 atoms, in Å:
S: 2.430 4.618 -2.684
S: 0.344 -0.772 -6.416
S: 6.956 -0.168 -1.025
S: -3.065 4.350 0.386
S: -1.773 -2.014 5.721
S: -4.935 -0.513 -0.303
S: 2.840 -3.593 -1.116
O: -2.541 -3.246 5.614
O: 0.737 -2.178 -6.585
O: 3.537 5.368 -3.216
O: 7.286 -1.157 -2.067
O: -5.644 0.670 -0.841
O: -4.526 -0.573 1.080
O: -0.318 -2.014 5.804
O: 0.152 -0.357 -1.026
O: 3.192 -1.114 4.878
O: -2.147 3.386 -0.241
O: 3.889 -4.590 -1.303
O: -2.916 5.839 0.305
O: 2.733 3.301 -2.110
O: -0.182 0.050 -7.537
O: 1.989 -3.655 2.467
O: 3.041 -2.427 -0.271
O: 7.687 -0.154 0.209
C: 0.590 -3.331 -2.620
C: 3.550 -1.063 3.709
C: -3.275 0.124 6.568
C: -3.689 -0.153 5.112
C: -2.506 -1.102 7.205
C: 4.665 1.269 -0.671
C: -0.911 -0.650 -5.028
C: 2.302 -4.943 4.440
C: 1.673 0.095 -5.495
C: -4.764 3.815 -0.038
C: -0.064 0.155 0.044
C: 0.024 5.721 -2.132
C: 1.206 -4.371 -0.528
C: 4.719 -1.808 3.196
C: 1.445 5.632 -1.485
C: 0.409 -4.624 -1.864
C: -5.528 -2.282 -2.303
C: -5.508 3.775 1.332
C: 5.416 2.063 -1.667
C: -3.190 3.904 2.204
C: -0.246 4.564 -3.044
C: 1.015 4.343 -3.899
C: -3.545 -1.036 -1.406
C: -5.900 -2.077 -0.780
C: -2.445 -0.775 4.452
C: 2.135 -3.111 -2.734
C: 1.469 -4.316 3.314
C: 0.602 1.491 0.269
C: 2.853 -0.170 2.678
C: -0.072 -4.332 3.405
C: -4.485 3.132 2.316
C: 5.123 -0.212 -0.734
C: 1.113 0.368 -4.065
C: -0.445 0.483 -4.168
C: -4.094 -1.797 -2.576
C: -0.797 -0.552 1.161
C: 6.837 1.554 -1.734
H: 0.583 -5.535 -2.437
H: 5.230 -2.314 4.016
H: -0.699 1.460 -4.578
H: 4.900 1.836 0.230
H: 4.621 -0.746 -1.541
H: -4.711 2.836 -0.515
H: -0.455 -5.339 3.241
H: -0.569 -3.561 2.816
H: -4.487 2.073 2.058
H: -1.770 0.078 4.519
H: -0.637 -4.794 -1.608
H: -0.753 5.782 -1.370
H: -1.940 -0.862 -5.320
H: 2.611 -2.184 -3.053
H: 2.999 -4.239 4.893
H: 7.488 2.125 -1.071
H: 1.211 1.632 1.162
H: 1.839 6.647 -1.440
H: 1.300 -0.376 -3.290
H: -4.429 -0.952 5.083
H: 0.095 -2.461 -2.188
H: -6.959 -1.954 -0.552
H: 1.613 -5.325 5.194
H: -4.977 3.081 3.288
H: -3.068 -1.764 -0.750
H: -5.062 4.471 -0.857
H: 1.029 2.036 -0.573
H: 4.946 -0.768 0.186
H: -3.954 0.781 4.616
H: 3.583 1.308 -0.798
H: -3.103 -1.879 7.684
H: 3.539 0.281 1.961
H: 1.620 5.193 -0.503
H: -0.851 0.391 -3.160
H: -0.315 2.066 0.398
H: -0.594 3.765 -2.390
H: -0.314 -4.172 4.456
H: -6.454 3.241 1.243
H: 1.175 5.082 -4.685
H: -1.596 -0.816 7.733
H: 5.364 3.142 -1.520
H: 0.174 -3.376 -3.627
H: 2.482 -3.927 -3.367
H: 5.455 -1.046 2.939
H: -1.133 -1.579 1.013
H: 1.431 -5.372 -0.159
H: 0.028 6.649 -2.703
H: 1.519 1.286 -3.641
H: 7.275 1.547 -2.732
H: -3.543 -2.711 -2.799
H: -2.787 1.074 6.785
H: 4.916 1.955 -2.630
H: 1.886 1.078 -5.915
H: 2.348 0.665 3.164
H: -0.323 -0.362 2.124
H: -1.785 -0.092 1.163
H: -2.237 3.579 2.622
H: -5.613 -3.320 -2.627
H: -1.079 4.771 -3.716
H: 4.434 -2.413 2.336
H: -2.481 -1.217 3.457
H: 2.629 -0.428 -5.518
H: 2.862 -5.817 4.105
H: 0.652 -3.672 0.099
H: -3.296 4.813 2.796
H: -2.858 -0.245 -1.705
H: -4.088 -1.196 -3.485
H: 2.132 -0.857 2.235
H: -6.281 -1.854 -2.964
H: -5.619 4.754 1.797
H: -0.799 -1.537 -4.405
H: -4.184 0.275 7.151
H: -5.489 -2.885 -0.175
H: 0.874 3.360 -4.350

=====

Run b
Density functional theory data (the ωB97M-V functional and the def2-TZVPD basis) for a cluster of 10 separate species, C37H74O17S7 in total.

Summary:
SMILES: O=S1(=O)CCCC1.O=S1(=O)CCCC1.O=S1(=O)CCCC1.O=S1(=O)CCCC1.O=S1(=O)CCCC1.O=S1(=O)CCCC1.O=S1(=O)CCCC1.CC(C)=O.CC(C)=O.CC(C)=O
Frontier orbital gap: 9.6 eV
Total charge: 0

Positions of all 135 atoms, in Å:
S: 13.269 -21.116 -6.893
S: 2.482 -23.326 -5.115
S: 8.974 -22.007 -2.815
S: 4.941 -19.205 -3.168
S: 7.910 -22.122 -7.707
S: 3.520 -17.833 -9.313
S: 10.003 -27.054 -5.324
O: 7.022 -22.947 -8.576
O: 4.284 -18.038 -8.116
O: 2.095 -17.999 -9.266
O: 5.532 -18.989 -1.818
O: 8.713 -22.733 -6.646
O: 3.061 -20.863 -8.878
O: 9.189 -28.262 -5.145
O: 1.535 -23.683 -6.113
O: 10.300 -22.617 -2.859
O: 5.380 -20.333 -3.973
O: 11.656 -23.468 -9.883
O: 7.766 -22.794 -3.089
O: 14.339 -20.270 -6.412
O: 9.702 -20.701 -12.334
O: 11.468 -27.091 -5.300
O: 2.121 -22.329 -4.114
O: 12.272 -20.542 -7.833
C: 3.137 -19.179 -3.015
C: 5.023 -24.235 -5.561
C: 12.304 -23.320 -5.850
C: 4.051 -16.265 -9.939
C: 3.663 -17.372 -4.682
C: 10.256 -18.499 -13.025
C: 2.122 -20.041 -6.809
C: 9.432 -26.177 -6.786
C: 4.509 -24.883 -4.277
C: 7.929 -25.820 -6.307
C: 8.984 -20.505 -3.744
C: 2.063 -20.630 -8.210
C: 9.974 -19.641 -2.881
C: 4.123 -22.955 -5.805
C: 8.873 -19.674 -7.934
C: 5.092 -17.671 -4.137
C: 4.215 -18.807 -10.624
C: 9.337 -25.810 -4.192
C: 13.680 -23.695 -6.405
C: 10.359 -19.696 -12.107
C: 2.689 -17.862 -3.639
C: 10.937 -24.081 -10.590
C: 12.279 -21.797 -5.593
C: 9.652 -24.721 -10.038
C: 6.918 -20.841 -7.035
C: 14.012 -22.641 -7.529
C: 7.298 -19.498 -7.657
C: 5.321 -16.678 -10.704
C: 11.423 -19.705 -11.055
C: 7.968 -25.523 -4.728
C: 0.610 -21.065 -8.652
C: 9.887 -20.049 -1.406
C: 8.898 -21.192 -1.188
C: 2.985 -24.840 -4.274
C: 8.952 -21.043 -8.646
C: 4.851 -17.880 -11.566
C: 11.139 -24.048 -12.081
H: 9.993 -21.450 -8.651
H: 11.308 -20.503 -10.312
H: 7.131 -20.865 -5.992
H: 3.427 -19.305 -11.101
H: 12.356 -19.980 -11.570
H: 14.518 -23.682 -5.710
H: 10.804 -20.398 -1.077
H: 7.286 -26.707 -6.490
H: 11.551 -23.547 -6.564
H: 2.700 -17.112 -2.826
H: 7.390 -24.982 -6.840
H: 9.311 -18.890 -8.541
H: 6.953 -18.581 -7.098
H: 3.469 -17.782 -5.644
H: 10.230 -17.460 -12.677
H: 10.972 -19.734 -3.330
H: 0.388 -21.239 -9.757
H: 6.857 -19.461 -8.669
H: 9.661 -19.181 -0.766
H: 5.709 -18.311 -12.094
H: 2.772 -20.160 -3.484
H: 2.503 -24.863 -3.248
H: -0.158 -20.379 -8.239
H: 2.579 -25.568 -4.954
H: 10.227 -23.839 -12.643
H: 4.209 -17.420 -12.309
H: 5.893 -17.780 -4.878
H: 6.073 -17.035 -9.981
H: 13.657 -24.705 -6.770
H: 2.874 -19.081 -1.982
H: 5.797 -15.853 -11.281
H: 0.555 -22.009 -8.092
H: 3.309 -15.898 -10.600
H: 12.639 -21.452 -4.625
H: 10.056 -25.285 -6.846
H: 11.258 -21.430 -5.664
H: 5.413 -16.981 -3.331
H: 11.580 -18.719 -10.660
H: 9.442 -24.718 -8.950
H: 9.663 -25.783 -10.336
H: 4.794 -25.921 -4.232
H: 5.020 -24.885 -6.436
H: 15.093 -22.455 -7.764
H: 9.432 -19.564 -6.994
H: 9.778 -18.499 -3.008
H: 9.471 -26.161 -3.209
H: 8.541 -20.966 -9.638
H: 1.696 -17.906 -4.087
H: 4.945 -24.373 -3.417
H: 7.866 -20.913 -0.887
H: 4.818 -19.600 -10.250
H: 7.730 -24.463 -4.438
H: 12.008 -23.460 -12.396
H: 11.309 -25.082 -12.449
H: 3.504 -16.279 -4.827
H: 9.912 -24.974 -4.322
H: 6.043 -23.848 -5.425
H: 9.302 -21.883 -0.425
H: 4.000 -22.755 -6.873
H: 13.468 -22.956 -8.387
H: 1.560 -20.581 -6.081
H: 11.137 -18.551 -13.656
H: 5.879 -21.165 -7.111
H: 9.395 -18.660 -13.628
H: 9.602 -26.921 -7.572
H: 7.967 -20.187 -3.776
H: 9.210 -20.813 -4.755
H: 8.863 -24.166 -10.538
H: 12.161 -23.870 -4.981
H: 4.200 -15.670 -9.059
H: 1.740 -19.015 -6.868
H: 3.191 -19.938 -6.477
H: 7.286 -26.220 -4.280
H: 4.395 -22.066 -5.179

=====

The structure with the greatest stability is run b.

=====

Run a
Density functional theory data (the ωB97M-V functional and the def2-TZVPD basis) for a structure of composition C2H6I2N2OP.

Summary:
Frontier orbital gap: 7.9 eV
Total charge: +1

Positions of all 14 atoms, in Å:
I: -1.960 -0.909 0.342
I: 1.061 1.349 1.266
P: -1.797 -2.255 -2.634
O: 2.474 1.982 -1.394
N: -0.357 -0.671 -0.973
N: 0.372 1.688 3.614
C: -0.492 -1.116 -2.118
C: 1.949 1.588 -0.478
H: -1.522 -2.262 -4.023
H: -0.236 0.786 3.501
H: 1.070 1.558 4.336
H: -0.649 -3.148 -2.607
H: -0.330 2.413 3.954
H: 0.417 -1.003 -2.786

=====

Run b
Density functional theory data (the ωB97M-V functional and the def2-TZVPD basis) for a structure of composition C2H6I2N2OP.

Summary:
Frontier orbital gap (alpha / beta): 6.6 / 6.6 eV
Total charge: +1

Positions of all 14 atoms, in Å:
I: -3.989 1.124 -0.508
I: -2.101 -1.906 -0.459
P: 1.444 -1.642 1.002
O: -1.359 2.481 0.255
N: 1.674 0.866 -1.488
N: -1.125 -0.536 0.489
C: -2.116 1.640 0.031
C: -0.073 -0.531 1.152
H: 1.430 0.524 -2.371
H: 1.547 -2.151 2.302
H: -0.028 0.441 1.714
H: 2.669 0.802 -1.372
H: 0.781 -2.778 0.394
H: 1.247 1.667 -1.141

=====

The structure with the greatest stability is run a.